# 1
The following is a DFT calculation (ωB97M-V/def2-TZVPD) of a molecular structure, C15H15N4O5SY.

Structure (XYZ):
```
41
Properties=species:S:1:pos:R:3:forces:R:3
Y 0.0121 0.8238 0.2550 0.01 0.28 0.05
N 1.7615 1.7790 -1.2712 0.02 -0.01 0.03
C 1.6817 3.2559 -1.0707 0.03 0.00 0.05
C 1.4636 3.6551 0.3949 0.02 -0.03 0.07
O 1.7244 4.8090 0.7134 -0.02 0.01 0.02
N 0.9546 2.6761 1.1544 0.02 -0.12 -0.11
C 0.5736 3.0124 2.5132 0.06 0.18 0.11
C -0.3523 1.9484 3.1004 0.05 -0.05 -0.22
O -0.7751 2.0289 4.2260 -0.02 -0.06 0.07
O -0.6371 0.9548 2.2623 -0.04 0.01 0.21
H 2.6764 1.4688 -0.9537 0.01 0.01 -0.01
H 1.7240 1.5756 -2.2656 0.00 0.01 0.00
H 0.8252 3.6240 -1.6365 0.01 0.01 -0.01
H 2.5765 3.7646 -1.4272 -0.01 -0.01 -0.04
H 0.0652 3.9798 2.5704 -0.05 -0.03 -0.07
H 1.4312 3.1131 3.1857 0.04 -0.06 -0.05
O -1.5784 2.0550 -0.9291 -0.08 0.06 -0.06
C -2.4091 1.1127 -0.9193 -0.18 -0.43 -0.04
C -3.8974 1.2113 -1.1565 0.09 0.27 -0.07
C -4.3639 -0.2283 -0.9766 -0.01 -0.03 0.02
C -3.0932 -0.9936 -0.6089 0.00 -0.12 -0.14
O -3.0342 -2.1711 -0.3550 0.03 0.01 0.08
N -2.0030 -0.1341 -0.6410 0.04 0.20 0.02
H -4.0741 1.6233 -2.1508 -0.01 -0.03 0.00
H -4.3197 1.9198 -0.4434 -0.02 -0.04 0.02
H -4.7817 -0.6691 -1.8814 0.00 0.02 0.00
H -5.0980 -0.3602 -0.1840 0.00 0.02 0.02
S 0.0731 -3.6929 1.8832 -0.02 -0.05 0.07
C -0.0047 -1.9990 1.7145 0.08 0.18 -0.10
N 0.7093 -1.4835 0.7527 0.00 -0.09 0.01
C 1.3926 -2.4760 0.0594 0.00 0.03 0.05
C 2.2437 -2.2741 -1.0267 0.04 0.01 -0.04
C 2.8551 -3.3673 -1.5994 -0.01 -0.03 0.01
C 2.6305 -4.6581 -1.1017 -0.02 0.01 0.02
C 1.7933 -4.8716 -0.0268 0.03 -0.04 -0.07
C 1.1736 -3.7652 0.5495 -0.02 0.01 -0.02
H -0.6053 -1.3658 2.3588 -0.03 -0.11 0.07
H 2.4217 -1.2750 -1.4061 -0.01 0.00 0.01
H 3.5191 -3.2334 -2.4425 0.00 0.01 0.00
H 3.1211 -5.5016 -1.5679 0.01 0.00 0.00
H 1.6240 -5.8716 0.3483 -0.02 0.01 0.03
```
Positions in Å, forces in eV/Å.

Energy above the lowest of the compared OMol25 structures with the same formula, charge and spin, kJ/mol: 13.94
Highest occupied orbital energy, eV: -8.63
Total energy, Eh: -1612.60515
E_LUMO, eV: -0.23
Kohn-Sham gap, eV: 8.394

Atom charges from the Mulliken analysis, given in e for atoms 1 to 5: number 1, Y, carries 1.571; number 2, N, carries -0.542; number 3, C, carries -0.570; number 4, C, carries 0.396; number 5, O, carries -0.714



# 2
The following is a DFT calculation (ωB97M-V/def2-TZVPD) of a molecular structure, C32H50GaP2 in a non-equilibrium geometry.

Structure (XYZ):
```
85
Properties=species:S:1:pos:R:3:forces:R:3
Ga -0.9877 1.6942 -0.9412 -1.13 -1.90 2.91
C 2.5022 1.6249 1.5743 -1.30 0.41 0.54
C 1.5941 2.7144 1.5923 0.21 -1.32 -0.06
C 0.6750 1.0069 2.8224 0.91 0.23 -0.58
C 1.9533 0.5888 2.3741 -0.84 0.94 -0.21
C 0.4544 2.3266 2.3474 0.41 -0.77 -0.85
C 3.8015 1.5897 0.8746 0.54 0.14 -0.07
H 3.7517 2.1329 -0.0788 0.14 -0.04 0.05
H 4.1032 0.5553 0.6653 0.12 0.10 -0.04
H 4.5994 2.0518 1.4772 0.04 -0.10 -0.27
C 2.5927 -0.7140 2.6388 0.15 -0.32 0.12
H 3.6826 -0.6465 2.5407 -0.13 -0.14 0.08
H 2.2292 -1.4711 1.9311 0.25 -0.27 0.10
H 2.3626 -1.0674 3.6523 0.15 -0.07 -0.10
C -0.2796 0.1973 3.6066 -0.19 -0.19 0.21
H 0.2466 -0.4051 4.3576 -0.18 0.00 0.07
H -0.8385 -0.4939 2.9562 -0.20 -0.07 0.17
H -1.0067 0.8314 4.1261 0.05 -0.24 0.02
C -0.7392 3.1658 2.5855 -0.39 0.53 0.24
H -0.4509 4.1532 2.9770 -0.24 -0.13 -0.04
H -1.4060 2.6959 3.3170 -0.01 0.19 -0.12
H -1.3138 3.3316 1.6590 -0.01 0.14 0.38
C 1.8303 4.0281 0.9628 0.25 0.54 -0.05
H 2.6916 4.5401 1.4222 -0.20 0.03 -0.18
H 0.9595 4.6841 1.0777 0.13 -0.01 -0.09
H 2.0563 3.9277 -0.1085 0.02 0.15 0.06
C -0.4499 0.9052 -2.6837 -0.52 -0.34 -1.01
C 0.5631 1.7397 -2.0873 1.67 0.06 -0.34
C 0.7751 3.1678 -2.5789 0.01 0.90 -0.06
C -0.2198 4.2197 -1.9502 0.70 0.15 -0.09
C -1.4028 3.6017 -1.1919 0.10 1.34 -0.05
C -2.3842 2.8295 -1.8969 -0.69 -0.24 -0.59
C -2.2863 2.5880 -3.4060 0.05 -0.18 -0.64
C -1.3206 1.4322 -3.8224 -0.43 0.08 -0.52
H 0.7119 3.2298 -3.6835 -0.02 -0.25 0.47
H -0.5779 4.9050 -2.7435 -0.03 -0.29 0.35
H 1.8085 3.4727 -2.3286 -0.51 -0.15 -0.06
H -0.6992 1.7610 -4.6780 -0.12 -0.14 0.30
H -0.3565 -0.1849 -2.6193 0.17 0.33 0.03
H 1.4070 1.2692 -1.5722 -0.19 0.07 -0.23
H -1.9281 0.5998 -4.2237 0.27 0.28 0.31
H -3.2962 2.3433 -3.7816 0.40 0.16 0.17
H -3.3959 2.7416 -1.4830 0.43 0.21 0.08
H -1.9938 3.5132 -3.9348 -0.13 -0.22 0.33
H 0.3490 4.8507 -1.2439 -0.34 -0.39 -0.28
H -1.6908 4.1060 -0.2596 -0.03 -0.20 -0.46
P 1.9679 -2.2899 -1.6075 -0.39 0.43 1.23
C 3.2120 -3.2323 -0.7006 0.17 -0.01 0.09
H 3.6807 -3.9575 -1.3799 -0.07 0.22 0.14
H 2.7432 -3.7717 0.1320 0.03 0.13 -0.21
H 3.9815 -2.5604 -0.2961 -0.27 -0.14 -0.08
C 1.1341 -3.4473 -2.7007 -0.31 -0.01 -0.23
H 1.8793 -4.0990 -3.1774 -0.16 0.24 0.09
H 0.5760 -2.9021 -3.4727 0.12 -0.14 0.17
H 0.4312 -4.0674 -2.1297 0.26 0.18 -0.09
C 2.7823 -1.0195 -2.5536 0.22 0.15 -0.32
H 2.0473 -0.3563 -3.0271 0.15 -0.23 0.09
H 3.3989 -1.5006 -3.3255 -0.11 0.15 0.16
H 3.4297 -0.4206 -1.8986 -0.19 -0.16 -0.06
P -3.0233 -0.3866 -0.0489 0.72 1.62 -0.25
C -4.0004 0.7647 0.9914 -0.07 0.10 0.01
H -5.0511 0.7961 0.6697 0.23 -0.01 0.22
H -3.5576 1.7692 0.9015 -0.29 -0.31 0.13
H -3.9363 0.4522 2.0435 -0.03 0.17 -0.29
C -4.0296 -0.5217 -1.5710 0.10 -0.16 -0.05
H -4.0072 0.4223 -2.1341 -0.01 -0.27 0.25
H -5.0651 -0.7794 -1.3113 0.20 0.02 -0.17
H -3.5940 -1.3045 -2.2072 -0.21 0.16 0.09
C -3.2046 -1.9949 0.7504 0.14 -0.38 0.08
H -4.2305 -2.3728 0.6723 0.16 0.05 0.08
H -2.9061 -1.9109 1.8020 -0.11 -0.01 -0.18
H -2.5112 -2.6953 0.2743 -0.30 0.01 0.06
C 0.8013 -1.6199 -0.4562 -1.02 -1.73 1.76
C 0.2628 -2.1787 0.5365 1.87 0.59 -3.35
C -0.0847 -3.2627 1.3864 -0.55 -0.48 1.17
C 0.1957 -3.2375 2.7678 0.21 0.06 -0.16
C 0.1822 -4.4170 3.5075 -0.19 -0.16 -0.24
C -0.1615 -5.6274 2.8899 0.04 0.28 0.09
C -0.5526 -5.6468 1.5461 -0.06 0.16 -0.02
C -0.5483 -4.4712 0.8035 0.37 0.29 -0.04
H 0.4690 -2.2914 3.2328 0.00 -0.33 -0.13
H 0.4540 -4.3877 4.5639 -0.12 -0.04 -0.34
H -0.1340 -6.5558 3.4628 -0.04 0.28 -0.18
H -0.8549 -6.5819 1.0702 0.07 0.31 0.19
H -0.8526 -4.4697 -0.2467 0.12 -0.08 0.34
```
Positions in Å, forces in eV/Å.

Highest occupied orbital energy (alpha / beta), eV: -7.36 / -7.39
Total energy, Eh: -3856.30202
E_LUMO (alpha / beta), eV: -3.68 / -3.68
Kohn-Sham gap (alpha / beta), eV: 3.683 / 3.709
Net charge: +1

Atom charges from the Mulliken analysis, given in e for atoms 1 to 5: number 1, Ga, carries -2.913; number 2, C, carries 0.270; number 3, C, carries 1.215; number 4, C, carries 0.928; number 5, C, carries 0.683



# 3
The following is a DFT calculation (ωB97M-V/def2-TZVPD) of C4H6N2O in the gas phase in a non-equilibrium geometry.

Structure (XYZ):
```
13
Properties=species:S:1:pos:R:3:forces:R:3
H -3.2329 0.8247 -0.9693 0.04 0.01 0.01
N -2.2613 0.5430 -0.8844 0.01 -0.23 0.37
C -2.0574 -0.0017 0.2379 -0.12 0.13 -0.24
O -0.8605 -0.4707 0.6322 -0.02 0.02 0.04
C 0.2360 -0.3115 -0.2677 0.16 0.01 -0.17
C 1.4655 -0.0662 0.6049 -0.02 0.01 0.07
C 2.6787 0.1078 -0.1997 0.76 0.12 -0.54
N 3.6280 0.2519 -0.8439 -0.92 -0.16 0.61
H -2.7857 -0.1664 1.0373 0.07 0.03 -0.15
H 0.0468 0.5221 -0.9468 0.06 -0.10 0.09
H 0.3563 -1.2270 -0.8578 -0.07 0.16 0.06
H 1.3081 0.8358 1.2054 0.06 -0.12 -0.07
H 1.6111 -0.9048 1.2939 0.00 0.12 -0.10
```
Positions in Å, forces in eV/Å.

Energy above the lowest of the compared OMol25 structures with the same formula, charge and spin, kJ/mol: 129.68
Highest occupied orbital energy, eV: -10.68
Total energy, Eh: -340.74552
E_LUMO, eV: 0.71
Kohn-Sham gap, eV: 11.393

Atom charges from the Mulliken analysis, given in e for atoms 1 to 5: number 1, H, carries 0.245; number 2, N, carries -0.608; number 3, C, carries 0.130; number 4, O, carries -0.312; number 5, C, carries -0.540



# 4
The following is a DFT calculation (ωB97M-V/def2-TZVPD) of C3H10N2O in the gas phase in a non-equilibrium geometry.

Structure (XYZ):
```
16
Properties=species:S:1:pos:R:3:forces:R:3
C 1.0821 0.7246 1.0751 -2.70 0.19 0.38
C -0.4353 0.2609 0.5255 3.67 0.35 1.15
N -1.0179 1.3804 -0.2207 0.00 -0.82 -0.44
C -0.2080 -1.0427 -0.3014 1.25 -0.30 1.51
N 0.7533 -0.6775 -1.3357 -2.92 -0.99 -1.95
O -1.5243 -1.5614 -0.4588 -1.41 0.18 -2.46
H 1.8633 0.9756 0.3541 -0.47 -0.41 -0.33
H 1.4295 -0.0350 1.7776 0.10 0.08 -0.09
H 0.9068 1.6604 1.6113 0.07 -0.13 0.27
H -1.0946 0.0839 1.3817 0.30 -0.04 0.12
H -1.8013 1.0359 -0.7818 0.07 0.15 0.27
H -0.3458 1.7571 -0.8837 0.02 -0.06 0.14
H 0.2365 -2.0360 -0.0902 0.89 1.06 2.27
H 1.7205 -0.6435 -1.0351 -0.75 0.23 -0.45
H 0.2977 -0.1102 -2.0439 1.39 0.33 0.03
H -1.8625 -1.7726 0.4259 0.49 0.20 -0.42
```
Positions in Å, forces in eV/Å.

Energy above the lowest of the compared OMol25 structures with the same formula, charge and spin, kJ/mol: 268.17
Highest occupied orbital energy, eV: -8.84
Total energy, Eh: -304.97251
E_LUMO, eV: 0.88
Kohn-Sham gap, eV: 9.719

Atom charges from the Mulliken analysis, given in e for atoms 1 to 5: number 1, C, carries -1.516; number 2, C, carries 0.281; number 3, N, carries -0.735; number 4, C, carries -0.301; number 5, N, carries -0.500



# 5
The following is a DFT calculation (ωB97M-V/def2-TZVPD) of 2 unconnected molecules or ions with the total composition C4H6NS in a non-equilibrium geometry.

Structure (XYZ):
```
12
Properties=species:S:1:pos:R:3:forces:R:3
C 1.2046 -0.2966 2.2889 -2.08 4.26 -0.43
C -0.6064 -0.2139 -1.2862 0.32 0.22 1.05
C 0.6026 0.9307 2.1599 1.14 0.61 2.42
C -0.9310 -0.5657 -2.6213 -0.24 -0.23 -1.07
N -0.3088 0.0437 -0.2084 -0.37 0.07 -0.51
S 1.8312 -1.6665 2.3701 2.18 -4.75 0.30
H 1.3176 1.7492 2.0531 0.01 0.27 -0.58
H -0.0997 1.1541 2.9662 -0.57 0.01 -0.17
H 0.0279 0.8269 1.1802 -0.33 -0.44 -0.96
H -0.0099 -0.7117 -3.1875 -0.07 0.01 -0.03
H -1.5135 0.2351 -3.0784 0.02 -0.03 -0.02
H -1.5147 -1.4852 -2.6366 -0.01 0.00 0.00
```
Positions in Å, forces in eV/Å.

Multiplicity: 3
Energy above the lowest of the compared OMol25 structures with the same formula, charge and spin, kJ/mol: 220.32
Highest occupied orbital energy (alpha / beta), eV: -11.86 / -16.33
Total energy, Eh: -608.46622
E_LUMO (alpha / beta), eV: -5.31 / -9.93
Kohn-Sham gap (alpha / beta), eV: 6.551 / 6.406
Net charge: +1

Atom charges from the Mulliken analysis, given in e for atoms 1 to 5: number 1, C, carries 0.218; number 2, C, carries 0.275; number 3, C, carries -0.174; number 4, C, carries -0.913; number 5, N, carries -0.239



# 6
The following is a DFT calculation (ωB97M-V/def2-TZVPD) of a molecular structure, C16H15InNO9 in a non-equilibrium geometry.

Structure (XYZ):
```
42
Properties=species:S:1:pos:R:3:forces:R:3
In -0.0613 0.9011 0.5874 0.24 -0.23 0.14
C 3.8129 -2.1563 1.6923 -1.57 1.34 -0.55
C 2.9108 -1.1330 1.2824 1.16 0.32 0.66
C 3.4296 -0.0747 0.2358 1.20 -1.26 0.31
O 2.7388 0.9054 -0.0121 -0.91 0.76 -0.14
C 4.7537 -0.2675 -0.2891 -2.73 0.88 -0.12
C 5.5989 -1.2912 0.1314 2.29 0.20 -0.41
C 5.0992 -2.2752 1.1550 0.90 -2.48 0.37
O 5.7820 -3.2597 1.4830 0.19 0.91 -0.40
O 6.7549 -1.3462 -0.3168 -0.72 -0.53 0.48
O 1.7991 -0.9807 1.7910 -0.95 0.20 -0.44
H 3.4450 -2.9185 2.3634 0.10 -0.01 0.10
H 5.0837 0.4369 -1.0399 0.22 0.08 0.12
C -3.4297 3.9708 2.5322 2.18 -1.61 -0.48
C -2.6232 3.1096 1.7361 -1.49 0.41 -0.02
C -3.1713 2.7237 0.3263 -0.92 0.62 0.55
O -2.5153 1.9064 -0.3090 0.74 -0.84 -0.83
C -4.4465 3.2309 -0.0863 2.57 -1.01 -0.28
C -5.2439 3.9386 0.7964 -2.59 1.11 -0.22
C -4.7061 4.3543 2.1426 -1.40 1.67 1.67
O -5.3873 5.0340 2.9326 0.10 -0.61 -1.08
O -6.3933 4.2791 0.4712 0.70 -0.11 0.48
O -1.5363 2.6590 2.0872 1.11 -0.28 0.03
H -3.0148 4.2488 3.4906 -0.20 0.22 0.05
H -4.8186 2.9981 -1.0731 -0.06 -0.16 0.03
C -2.1957 -1.7784 -1.3708 0.37 -0.02 0.12
C -0.8787 -2.4159 -0.8993 -1.99 1.05 0.31
C 0.2978 -2.0358 -1.7640 0.87 -1.70 0.62
O 0.6975 -0.7024 -1.7164 -0.80 0.42 0.06
C 1.7340 -0.4125 -2.6377 0.20 -0.10 0.30
N -0.6894 -2.0560 0.5362 0.51 -0.88 -0.71
H -2.3822 -2.0196 -2.4182 -0.04 0.04 0.01
H -2.1684 -0.6940 -1.2516 -0.09 0.02 -0.03
H -3.0129 -2.1824 -0.7699 -0.09 0.13 -0.07
H -1.0685 -3.4939 -0.9619 0.59 -0.09 -0.36
H 0.1013 -2.3979 -2.7804 -0.07 0.30 -0.14
H 1.1079 -2.6827 -1.3749 0.30 0.23 -0.29
H 1.9598 0.6476 -2.5687 -0.12 0.03 0.00
H 1.4318 -0.6823 -3.6524 0.02 0.01 -0.05
H 2.6367 -0.9584 -2.3445 0.04 -0.07 -0.19
H 0.0566 -2.6966 0.8197 0.26 0.73 0.48
H -1.4885 -2.4325 1.0444 -0.13 0.36 -0.06
```
Positions in Å, forces in eV/Å.

Energy above the lowest of the compared OMol25 structures with the same formula, charge and spin, kJ/mol: 0.00
Highest occupied orbital energy, eV: -4.37
Total energy, Eh: -1540.61886
E_LUMO, eV: -2.43
Kohn-Sham gap, eV: 1.944
Net charge: -1

Atom charges from the Mulliken analysis, given in e for atoms 1 to 5: number 1, In, carries 1.046; number 2, C, carries -0.713; number 3, C, carries 0.646; number 4, C, carries 0.413; number 5, O, carries -0.612



Q: The highest total energy belongs to which entry?
A: C3H10N2O



Q: The highest total energy belongs to which entry?
A: C3H10N2O



Q: total energy of number 6 (C16H15InNO9)?
A: -1540.61886 Eh